{
  "formula": "C14H24N3O2",
  "method": "the ωB97M-V functional and the def2-TZVPD basis",
  "charge": 1,
  "e_lumo_ev": -4.19,
  "orbital_gap_ev": 7.5,
  "homo_energy_ev": -11.73,
  "species": ["C", "C", "O", "C", "C", "O", "C", "C", "N", "C", "N", "N", "C", "H", "H", "H", "H", "H", "H", "H", "H", "H", "H", "H", "H", "H", "H", "H", "H", "H", "H", "C", "C", "C", "C", "C", "C", "H", "H", "H", "H", "H", "H"],
  "positions_angstrom": [[-3.158, -2.528, -3.920], [-2.043, -2.752, -2.895], [-2.458, -2.693, -1.543], [-2.862, -1.416, -1.120], [-1.730, -0.374, -1.111], [-1.585, 0.199, 0.195], [-1.418, 1.587, 0.211], [-1.058, 1.973, 1.662], [0.355, 2.430, 1.798], [0.683, 3.396, 0.997], [1.654, 4.268, 1.290], [0.039, 3.491, -0.256], [-0.257, 2.084, -0.641], [-2.716, -2.701, -4.898], [-3.467, -1.484, -3.902], [-3.982, -3.219, -3.790], [-1.669, -3.760, -3.046], [-1.213, -2.080, -3.137], [-3.697, -1.049, -1.723], [-3.257, -1.528, -0.114], [-0.802, -0.896, -1.339], [-1.959, 0.365, -1.875], [-2.356, 2.108, -0.012], [-1.742, 2.709, 2.078], [-1.173, 1.085, 2.275], [0.503, 2.670, 2.774], [2.546, 3.914, 1.606], [1.513, 5.264, 1.227], [-0.842, 3.992, -0.112], [-0.552, 2.105, -1.682], [0.637, 1.493, -0.479], [3.820, -0.426, 2.278], [2.454, -0.394, 2.030], [1.807, -1.520, 1.538], [2.526, -2.682, 1.303], [3.891, -2.716, 1.554], [4.539, -1.588, 2.037], [4.325, 0.453, 2.659], [1.890, 0.511, 2.221], [0.741, -1.491, 1.340], [2.023, -3.562, 0.924], [4.451, -3.624, 1.372], [5.604, -1.615, 2.228]],
  "atomic_forces_ev_per_a": [[0.759, 0.302, 0.212], [-0.438, -0.572, -0.750], [0.280, 0.240, 0.043], [-0.221, 0.112, 0.108], [-0.333, -0.772, 0.115], [-0.161, 0.199, -0.195], [0.598, -0.161, 1.027], [-0.182, -1.399, -0.159], [-1.461, 0.341, 1.250], [0.045, 1.403, -1.444], [0.511, -0.192, 0.598], [0.114, -0.350, 1.053], [-1.242, 0.628, -0.515], [-0.049, -0.044, -0.174], [-0.414, -0.042, -0.059], [-0.206, 0.074, 0.136], [0.141, -0.134, 0.218], [0.039, 0.172, 0.308], [-0.021, -0.005, -0.136], [0.145, -0.053, 0.198], [0.157, 0.103, -0.210], [0.234, 0.350, 0.057], [0.011, -0.011, -0.478], [0.228, 0.407, -0.069], [0.083, -0.165, 0.036], [0.882, -0.485, -0.044], [-0.224, 0.233, 0.625], [0.250, -0.059, -0.810], [0.111, 0.230, -0.486], [0.309, -0.106, -0.230], [0.066, -0.222, -0.199], [-0.016, 0.053, -0.010], [0.047, -0.054, -0.049], [-0.079, 0.051, -0.025], [0.011, -0.013, -0.018], [-0.007, 0.011, -0.004], [0.016, -0.009, -0.002], [0.014, -0.025, 0.019], [0.014, -0.030, 0.029], [-0.001, -0.015, 0.019], [0.000, 0.004, 0.007], [-0.002, 0.007, 0.000], [-0.008, -0.004, 0.008]]
}